Molecular formula: C5H3NO2
Method: DFT, the ωB97M-V functional and the def2-TZVPD basis

CARTESIAN COORDINATES (ANGSTROEM)
1 O -1.188 1.553 -2.339
2 C -0.732 1.578 -1.204
3 C -0.126 0.461 -0.459
4 C 0.100 0.414 0.822
5 C 0.392 -1.064 1.201
6 O 0.585 -1.590 2.334
7 C 0.605 -1.626 -0.123
8 N 0.335 -0.789 -0.985
9 H -0.643 2.586 -0.426
10 H -0.274 1.192 1.434
11 H 0.946 -2.716 -0.257

Calculated values
multiplicity: 1
Kohn-Sham gap: 0.3066 Eh
total charge: 0

=====

Molecular formula: C26H41Br2Cl4N3O4PS
Method: DFT, the ωB97M-V functional and the def2-TZVPD basis

CARTESIAN COORDINATES (ANGSTROEM)
1 C 4.565 0.670 3.212
2 C 5.311 0.062 1.882
3 C 5.146 -1.560 1.697
4 C 3.600 -2.104 1.687
5 C 2.584 -1.194 0.717
6 C 1.121 -1.930 0.767
7 C -0.182 -0.943 0.830
8 N 0.111 -0.149 2.092
9 C -1.418 -2.075 0.888
10 P -1.435 -3.831 1.657
11 O -0.601 -3.866 3.226
12 O -3.006 -4.508 1.945
13 S -0.427 -5.108 0.519
14 N -2.510 -1.521 0.206
15 C -3.880 -2.178 -0.072
16 O -4.865 -1.260 -0.661
17 C -5.382 -1.740 -1.952
18 C -5.383 -0.617 -3.192
19 O -5.873 -2.965 -2.184
20 C -2.245 -0.109 -0.266
21 C -2.934 0.832 0.926
22 C -3.474 0.149 2.355
23 C -4.152 1.265 3.347
24 C -4.182 2.789 2.780
25 N -3.736 3.373 1.485
26 C -3.105 2.410 0.532
27 C -0.635 -0.088 -0.541
28 C 0.100 1.351 -0.286
29 C 0.297 2.335 -1.562
30 C -0.950 2.543 -2.573
31 C 0.646 3.847 -0.932
32 C -0.218 -1.019 -1.828
33 Br -1.442 -0.812 -3.448
34 C 1.291 -0.780 -2.417
35 C 2.091 -2.222 -2.703
36 Br 1.119 0.051 -4.274
37 H 4.880 1.792 3.369
38 H 3.382 0.673 3.096
39 H 4.799 0.033 4.175
40 H 4.856 0.612 0.935
41 H 6.457 0.388 1.955
42 H 5.760 -1.871 0.728
43 H 5.702 -2.090 2.611
44 H 3.629 -3.232 1.339
45 H 3.197 -2.097 2.802
46 H 3.104 -1.175 -0.330
47 H 2.602 -0.113 1.219
48 H 1.113 -2.737 -0.079
49 H 1.131 -2.554 1.786
50 H -0.737 0.057 2.654
51 H 0.761 -0.640 2.741
52 H 0.041 -4.636 3.213
53 H -2.883 -5.516 2.054
54 H -4.297 -2.445 1.014
55 H -3.699 -3.120 -0.742
56 H -4.391 -0.686 -3.810
57 H -5.420 0.446 -2.649
58 H -6.365 -0.694 -3.823
59 H -2.867 0.317 -1.192
60 H -3.379 -0.982 2.628
61 H -4.577 0.970 4.412
62 H -4.648 3.585 3.542
63 H -2.750 2.827 -0.501
64 H 1.213 1.122 0.084
65 H -0.366 1.984 0.613
66 H 1.313 2.011 -2.099
67 H -1.923 1.935 -2.338
68 H -1.252 3.697 -2.574
69 H -0.685 2.304 -3.712
70 H 1.617 3.807 -0.277
71 H -0.312 4.171 -0.336
72 H 0.728 4.555 -1.867
73 H -0.297 -2.193 -1.626
74 H 1.964 -0.048 -1.804
75 H 2.185 -2.459 -3.854
76 H 3.208 -2.086 -2.311
77 H 1.586 -3.137 -2.178
78 C 3.935 5.625 -2.545
79 Cl 3.958 5.122 -0.835
80 Cl 5.597 5.627 -3.186
81 Cl 2.937 4.487 -3.485
82 Cl 3.246 7.263 -2.673

Calculated values
multiplicity: 1
Kohn-Sham gap: 0.2256 Eh
total charge: +1

=====

Molecular formula: C10H15B
Method: DFT, the ωB97M-V functional and the def2-TZVPD basis

CARTESIAN COORDINATES (ANGSTROEM)
1 B -0.965 0.949 0.859
2 C 3.979 -0.520 -0.057
3 C 3.541 0.600 -0.703
4 C 3.178 -1.259 0.741
5 C 2.199 1.058 -0.432
6 C 1.847 -0.854 0.965
7 C 1.384 0.305 0.435
8 C -3.328 0.789 0.159
9 C -1.463 0.315 -1.439
10 C -2.116 -1.263 0.437
11 C -1.985 0.181 0.015
12 H -0.682 1.903 1.449
13 H 4.987 -0.775 -0.396
14 H 4.297 1.121 -1.260
15 H 3.434 -2.148 1.236
16 H 1.850 1.956 -0.920
17 H 1.071 -1.361 1.559
18 H -3.176 1.811 0.122
19 H -3.561 0.632 1.183
20 H -4.131 0.336 -0.437
21 H -2.000 -0.215 -2.214
22 H -0.492 -0.075 -1.336
23 H -1.395 1.362 -1.651
24 H -1.297 -1.784 0.031
25 H -2.110 -1.346 1.477
26 H -3.068 -1.717 0.177

Calculated values
multiplicity: 1
Kohn-Sham gap: 0.2928 Eh
total charge: 0

=====

Molecular formula: C6H17NO
Method: DFT, the ωB97M-V functional and the def2-TZVPD basis

CARTESIAN COORDINATES (ANGSTROEM)
1 C -0.221 2.372 -0.545
2 C 0.524 1.489 0.422
3 C 1.994 1.900 0.419
4 C 0.455 0.019 -0.044
5 C -0.925 -0.721 0.108
6 C -1.874 -0.158 1.266
7 N -0.513 -2.202 0.254
8 H 0.293 3.360 -0.530
9 H -1.254 2.447 -0.293
10 H -0.239 2.006 -1.577
11 H 0.196 1.530 1.483
12 H 2.446 1.603 -0.586
13 H 2.518 1.346 1.095
14 H 2.305 2.868 0.498
15 H 1.262 -0.538 0.364
16 H 0.669 -0.023 -1.198
17 H -1.629 -0.540 -0.784
18 H -2.776 -0.666 1.486
19 H -1.840 0.916 0.847
20 H -1.391 0.084 2.252
21 H 0.135 -2.275 1.033
22 H -1.208 -2.846 0.283
23 O 0.138 -4.078 -2.379
24 H 0.870 -4.528 -2.123
25 H 0.065 -3.364 -1.751

Calculated values
multiplicity: 1
Kohn-Sham gap: 0.3790 Eh
total charge: 0